Below is a structure of composition C29H27N4O2PPtS, with properties calculated with ωB97M-V with the def2-TZVPD basis set.

Structure (XYZ):
```
65
Properties=species:S:1:pos:R:3:forces:R:3
Pt 0.21753 1.30818 0.11577 0.752 -0.168 -0.017
S -1.82081 0.29559 1.09034 0.116 -0.060 -0.023
P 0.96973 -1.00492 -0.14060 -0.703 -0.183 0.041
O 2.44438 0.92929 0.78916 0.299 0.242 -0.014
O 4.36236 1.51724 -0.24479 0.014 0.034 0.121
N -4.16123 0.54227 -0.18620 -0.065 -0.275 0.085
N -1.45463 2.69119 -0.38813 -0.093 -0.300 0.041
N -2.72912 2.24305 -0.55641 0.048 -0.193 -0.051
N 1.05636 3.47569 -0.10956 -0.064 -0.025 0.019
C 4.18982 -3.51102 -0.32734 0.007 -0.067 0.002
C 2.68383 -1.63664 -0.21681 0.132 0.240 -0.005
C 0.72140 -1.28012 2.60506 -0.008 -0.039 -0.054
C -1.84077 -2.49876 -2.72988 0.046 0.004 -0.007
C -4.62681 -0.75112 0.30002 0.027 0.199 0.089
C -0.26685 -3.08131 1.34968 -0.008 -0.009 0.031
C 0.11407 4.42409 -0.24913 -0.070 -0.099 -0.060
C 0.32677 -1.88946 3.78660 -0.011 -0.026 -0.027
C 0.41936 -1.87163 1.37621 -0.041 -0.015 -0.006
C -0.66892 -3.68429 2.53614 0.015 0.018 -0.023
C 0.92423 -2.30147 -2.64293 -0.093 0.013 0.012
C 5.06747 -1.27570 -0.22419 -0.009 -0.028 -0.046
C 1.77471 6.14366 -0.26445 -0.062 0.067 0.002
C 3.77220 -0.77480 -0.14685 -0.096 0.041 0.117
C -2.43173 4.91531 -0.39513 0.105 0.090 -0.025
C 0.17541 -1.88191 -1.54122 0.006 0.105 -0.144
C -1.08392 -2.92023 -3.81804 -0.053 0.032 0.029
C 2.73758 5.16455 -0.14784 0.024 -0.024 -0.023
C 0.44128 5.76551 -0.32810 0.017 0.189 -0.030
C 3.53582 0.69370 0.12688 -0.400 -0.207 0.006
C 2.89960 -3.01121 -0.29735 -0.003 0.011 -0.085
C 5.27600 -2.64387 -0.30602 0.010 0.122 0.008
C 0.29717 -2.81876 -3.77111 0.056 0.018 0.032
C -1.28273 3.95894 -0.33861 0.071 0.200 -0.100
C -5.11002 -0.73852 1.74691 0.004 0.023 -0.058
C -1.21841 -1.97382 -1.60752 0.000 -0.045 0.090
C 2.33829 3.83544 -0.07913 -0.056 -0.017 0.066
C -0.37688 -3.08818 3.75426 0.011 0.022 -0.012
C -2.94433 1.08739 0.02577 0.081 0.159 0.066
H 3.07375 3.04732 0.00326 -0.030 -0.063 0.058
H -5.52969 -1.71360 2.00911 0.037 0.069 -0.015
H -1.57068 -3.31383 -4.70307 0.017 -0.001 0.064
H -4.74312 1.06448 -0.82018 -0.042 0.013 0.020
H 2.05983 -3.69352 -0.33839 -0.012 -0.009 0.015
H 0.56284 -1.42416 4.73645 -0.010 -0.011 -0.050
H 3.79189 5.40147 -0.10922 -0.023 -0.013 0.003
H 2.04548 7.19120 -0.30978 0.001 -0.026 -0.024
H -3.30780 4.45031 0.04383 -0.043 -0.026 0.009
H -3.82601 -1.48166 0.18649 0.026 -0.044 -0.005
H -0.69670 -3.55657 4.67787 0.022 0.024 -0.039
H 4.34911 -4.58217 -0.36515 -0.006 0.040 -0.018
H 5.89071 -0.57156 -0.20058 -0.035 -0.054 0.032
H -1.21646 -4.61956 2.50565 0.038 0.042 -0.007
H 6.28275 -3.04101 -0.33545 -0.001 0.020 -0.011
H -2.92176 -2.57054 -2.76026 0.033 0.010 0.009
H -2.20588 5.83687 0.13810 -0.010 -0.014 -0.017
H -0.50193 -3.55334 0.40332 -0.011 0.008 0.029
H 2.00292 -2.22555 -2.62794 0.003 0.021 -0.017
H -5.88122 0.02120 1.88787 0.014 -0.037 0.002
H -4.28386 -0.52615 2.42471 -0.013 0.017 0.003
H 1.26476 -0.34292 2.62536 0.005 0.017 0.000
H -5.44184 -1.05068 -0.35576 -0.033 -0.036 -0.078
H 0.89573 -3.13841 -4.61706 -0.032 0.027 0.062
H -1.80959 -1.63030 -0.76414 0.049 -0.014 -0.108
H -2.67602 5.16267 -1.43210 0.008 -0.003 0.032
H -0.33538 6.50660 -0.44839 0.045 -0.005 0.004
```
Positions in Å, forces in eV/Å.

M	721.680	g/mol
HOMO-LUMO gap (spin up / spin down)	6.9 / 6.9	eV
spin multiplicity	3
HOMO energy (spin up / spin down)	-7.0 / -7.8	eV
E_tot	-2349.6507	a.u.
E_LUMO (spin up / spin down)	-0.088 / -0.924	eV
total charge	0
⟨S²⟩	2.01

Results of the Mulliken charge analysis, in e, for atoms 1 through 6: 0.57 -0.37 0.78 -0.62 -0.78 -0.13